Entry 1:
{
  "formula": "C25H41N3O6",
  "method": "ωB97M-V/def2-TZVPD",
  "elements": ["O", "C", "O", "O", "C", "O", "C", "C", "C", "N", "C", "C", "H", "H", "H", "H", "H", "C", "C", "C", "C", "C", "C", "N", "O", "C", "C", "C", "H", "H", "H", "H", "H", "H", "H", "H", "H", "H", "H", "H", "H", "H", "H", "H", "H", "H", "C", "C", "C", "C", "C", "C", "N", "O", "C", "C", "C", "H", "H", "H", "H", "H", "H", "H", "H", "H", "H", "H", "H", "H", "H", "H", "H", "H", "H"],
  "coordinates": [[-1.34974, -2.54336, 0.03245], [-0.84972, -1.58533, -0.53319], [0.06995, -0.83763, -0.19434], [-1.39565, -1.27458, -1.86970], [-0.38340, -1.30821, -2.73511], [-0.21270, -0.52619, -3.60833], [0.59000, -2.43186, -2.49732], [0.23739, -3.73505, -2.80878], [1.14735, -4.73143, -2.53497], [2.32345, -4.43218, -1.97416], [2.69438, -3.17161, -1.67802], [1.82799, -2.13986, -1.93095], [-0.71488, -3.98968, -3.23672], [0.92234, -5.75866, -2.76547], [2.98173, -5.16457, -1.75440], [3.65373, -2.98385, -1.22779], [2.04906, -1.11341, -1.68979], [-4.63830, -0.93998, -0.24323], [-4.60383, 0.53243, -0.70397], [-3.48486, 1.27320, 0.02922], [-3.80990, 1.56261, 1.49323], [-5.15291, 2.28166, 1.61964], [-6.29812, 1.55569, 0.91149], [-5.93376, 1.18291, -0.48707], [-6.03260, 2.22886, -1.24503], [-6.70017, 0.30620, 1.71971], [-7.53882, 2.44402, 0.92046], [-4.27192, 0.47170, -2.18941], [-4.51380, -1.06687, 0.82961], [-5.57157, -1.41966, -0.54440], [-3.82090, -1.49686, -0.69873], [-3.28504, 2.22281, -0.47838], [-2.56346, 0.69087, -0.03589], [-3.81437, 0.63719, 2.07517], [-3.02256, 2.18532, 1.92299], [-5.40629, 2.40923, 2.67486], [-5.05009, 3.28915, 1.20330], [-7.39455, -0.31554, 1.15306], [-7.20076, 0.60481, 2.64125], [-5.85789, -0.30927, 2.02419], [-7.35497, 3.41470, 0.46373], [-7.85116, 2.62275, 1.94910], [-8.36607, 1.96749, 0.39185], [-5.06049, -0.03130, -2.75347], [-3.34839, -0.08360, -2.33220], [-4.11895, 1.45724, -2.62693], [5.85435, -0.61372, 2.16891], [5.64995, -0.35680, 0.66140], [6.47349, 0.85819, 0.23073], [5.88973, 2.18598, 0.71305], [4.42270, 2.31403, 0.30479], [3.56349, 1.12364, 0.73302], [4.20003, -0.17921, 0.35011], [4.00207, -0.41480, -0.90916], [3.31505, 1.17352, 2.25270], [2.17844, 1.24310, 0.10776], [6.19321, -1.60441, -0.02942], [5.84554, 0.29135, 2.77047], [5.09491, -1.29403, 2.55649], [6.82641, -1.07557, 2.34195], [6.54209, 0.88224, -0.86169], [7.49551, 0.74873, 0.60073], [5.99476, 2.27975, 1.79732], [6.46142, 3.01028, 0.28210], [4.00019, 3.22845, 0.72455], [4.37293, 2.42267, -0.78338], [2.85184, 0.24951, 2.60041], [2.63459, 1.99055, 2.48791], [4.21175, 1.35355, 2.84230], [2.22024, 1.32356, -0.97815], [1.67816, 2.13937, 0.47365], [1.56820, 0.37530, 0.35611], [5.60947, -2.48776, 0.24084], [7.22351, -1.77367, 0.28027], [6.19462, -1.50979, -1.11415]],
  "forces_ev_per_angstrom": [[-0.453, -0.018, -0.658], [0.186, -0.732, 2.247], [-0.217, 0.238, -0.667], [0.341, -0.190, -0.668], [-0.423, 0.218, 0.969], [0.128, 0.451, -1.174], [-0.056, -0.034, -0.024], [0.572, -0.244, 0.179], [-0.591, 0.084, -0.276], [0.385, 0.121, 0.110], [-0.321, 0.599, 0.016], [-0.282, -0.081, -0.337], [-0.196, 0.016, -0.031], [0.230, -0.197, 0.141], [-0.094, -0.176, -0.062], [0.191, -0.207, 0.050], [0.332, -0.050, 0.137], [-0.091, -0.069, 0.188], [0.451, -1.686, -0.070], [-0.012, 0.440, 0.308], [-0.095, -0.031, -0.050], [0.513, 0.123, -0.171], [-0.867, -0.815, 1.198], [1.163, 1.956, -0.029], [-0.511, -0.333, -0.311], [0.166, -0.208, 0.037], [-0.032, 0.318, -0.413], [-0.186, 0.425, -0.418], [-0.055, 0.019, -0.006], [-0.032, 0.050, 0.017], [0.048, 0.105, -0.052], [-0.119, -0.009, -0.066], [-0.055, -0.089, -0.102], [-0.017, -0.013, -0.026], [0.004, -0.016, 0.014], [-0.141, -0.045, -0.018], [-0.077, -0.040, -0.115], [0.025, 0.004, -0.039], [-0.026, 0.133, -0.049], [-0.002, -0.009, -0.091], [0.029, -0.076, -0.107], [0.072, -0.108, 0.063], [0.023, -0.007, -0.021], [-0.052, 0.025, 0.060], [-0.022, -0.049, 0.163], [-0.157, 0.042, 0.075], [-0.089, 0.120, 0.175], [0.780, -0.696, 1.371], [-0.157, 0.480, -0.252], [-0.069, -0.067, 0.020], [0.599, -0.079, -0.278], [-0.935, 0.611, 1.314], [0.775, 1.216, -1.848], [-0.309, -0.569, 0.304], [0.274, -0.090, 0.194], [0.107, -0.417, -0.419], [-0.224, -0.077, -0.505], [-0.089, -0.009, -0.032], [-0.034, 0.030, -0.014], [0.020, -0.020, -0.140], [-0.109, -0.079, -0.010], [-0.026, -0.150, 0.046], [-0.013, -0.031, -0.002], [0.010, -0.007, 0.019], [-0.133, -0.076, 0.053], [-0.060, -0.118, -0.011], [-0.003, -0.011, -0.031], [-0.056, 0.005, -0.144], [-0.002, -0.060, -0.036], [0.058, -0.051, -0.008], [0.110, 0.001, 0.130], [0.023, 0.210, 0.001], [-0.001, 0.004, 0.059], [-0.015, 0.059, 0.115], [-0.111, 0.035, 0.005]],
  "spin_multiplicity": 3,
  "gap_ev": [6.499, 7.362],
  "lumo_ev": [-1.27, -1.27],
  "e_tot_ha": -1592.76921,
  "s2": 2.008
}


Entry 2:
{
  "formula": "C27H26Cl3N9O2PdS2",
  "method": "ωB97M-V/def2-TZVPD",
  "elements": ["Pd", "C", "C", "C", "C", "N", "C", "C", "C", "C", "C", "C", "C", "H", "H", "H", "H", "H", "H", "H", "H", "N", "C", "C", "C", "C", "C", "C", "S", "O", "O", "N", "C", "S", "C", "C", "N", "H", "H", "H", "H", "H", "H", "H", "H", "C", "C", "C", "C", "N", "C", "N", "N", "N", "H", "H", "H", "H", "H", "H", "H", "H", "H", "H", "Cl", "C", "Cl", "Cl", "C", "N"],
  "coordinates": [[0.44812, 0.75792, -1.21830], [2.04393, -3.07948, -2.51844], [2.40266, -2.80294, -3.82923], [2.17133, -1.54128, -4.34782], [1.58709, -0.57023, -3.54366], [1.25758, -0.85703, -2.26870], [1.46776, -2.07102, -1.76924], [1.22129, 0.78776, -3.95726], [1.40646, 1.29322, -5.24132], [0.94482, 2.55965, -5.55938], [0.28089, 3.31508, -4.60076], [0.10501, 2.82183, -3.31276], [0.59056, 1.56777, -2.97759], [2.19723, -4.05249, -2.07476], [2.85312, -3.56811, -4.44793], [2.43212, -1.30917, -5.37007], [1.16699, -2.22343, -0.73927], [1.89915, 0.70046, -6.00260], [1.08827, 2.95226, -6.55726], [-0.10022, 4.29606, -4.85614], [-0.42227, 3.41616, -2.57505], [5.66503, -3.93486, 0.93102], [4.60350, -3.07243, 1.16326], [4.54051, -1.83714, 0.50887], [3.51032, -0.95833, 0.77343], [2.52480, -1.29718, 1.69597], [2.58185, -2.51394, 2.35869], [3.61538, -3.39656, 2.09324], [1.17384, -0.19359, 1.93524], [1.71164, 1.14279, 1.91387], [0.46879, -0.62237, 3.12321], [0.25245, -0.35085, 0.63523], [-0.71787, -1.31449, 0.53746], [-1.03979, -2.58592, 1.70289], [-2.23821, -3.21970, 0.64028], [-2.32579, -2.44268, -0.46285], [-1.46736, -1.37732, -0.52534], [6.16273, -3.80929, 0.06592], [5.51871, -4.89989, 1.17445], [5.31299, -1.56908, -0.20240], [3.46242, -0.00011, 0.27071], [1.82029, -2.75921, 3.08580], [3.66549, -4.34325, 2.61798], [-2.82742, -4.08114, 0.90520], [-3.02094, -2.59739, -1.27539], [-5.77083, 0.78958, 2.90261], [-4.40098, 0.79317, 3.57375], [-3.57882, -0.43089, 3.17235], [-3.62597, 2.08542, 3.30186], [-3.09802, 2.14888, 1.94895], [-1.87658, 1.84329, 1.51296], [-1.86597, 1.92867, 0.20590], [-3.10575, 2.32792, -0.14943], [-3.85454, 2.45612, 0.88453], [-6.29530, -0.14102, 3.12359], [-5.67590, 0.87535, 1.81987], [-6.38876, 1.61880, 3.25190], [-4.54873, 0.77696, 4.65876], [-3.52281, -0.52299, 2.08443], [-4.04208, -1.34250, 3.55083], [-2.55536, -0.38938, 3.55344], [-2.76207, 2.14715, 3.96393], [-4.24780, 2.96752, 3.45474], [-1.05733, 1.55861, 2.15165], [0.30215, 4.97203, 2.43121], [0.27510, 5.05134, 0.66437], [-1.34872, 5.42357, 0.08604], [1.43765, 6.25097, 0.08489], [0.65638, 3.73816, 0.13847], [0.95578, 2.71423, -0.27085]],
  "forces_ev_per_angstrom": [[0.599, -0.063, 0.308], [-0.001, 0.017, 0.003], [-0.010, 0.018, 0.010], [0.034, -0.023, 0.010], [0.000, -0.053, -0.054], [-0.393, 0.235, 0.010], [0.074, -0.072, 0.103], [-0.013, 0.059, -0.088], [-0.011, -0.021, -0.022], [-0.001, 0.001, -0.012], [-0.007, -0.006, 0.048], [0.021, 0.077, -0.108], [0.015, -0.036, 0.082], [0.011, -0.009, -0.012], [0.004, -0.005, -0.002], [0.001, -0.001, -0.003], [0.073, -0.018, -0.133], [-0.001, -0.002, 0.001], [-0.001, 0.000, -0.003], [-0.004, 0.002, -0.010], [0.011, -0.011, -0.017], [0.020, 0.004, 0.019], [0.003, -0.008, -0.014], [-0.006, 0.012, -0.001], [-0.004, -0.009, 0.006], [0.026, -0.021, -0.051], [-0.008, 0.007, -0.027], [-0.010, -0.005, 0.007], [0.129, 0.138, 0.152], [-0.048, -0.075, 0.010], [-0.047, -0.050, -0.068], [-0.180, 0.053, 0.088], [0.127, -0.006, 0.307], [0.062, 0.049, 0.006], [-0.041, 0.036, -0.052], [-0.093, -0.096, 0.011], [-0.099, -0.004, -0.158], [-0.011, -0.004, -0.003], [-0.004, 0.003, -0.010], [-0.001, 0.001, -0.004], [0.001, 0.003, -0.005], [-0.013, -0.005, 0.007], [0.000, -0.001, 0.004], [-0.007, -0.011, -0.012], [0.001, -0.013, -0.005], [0.015, -0.006, 0.008], [0.025, -0.050, 0.013], [-0.015, 0.046, 0.008], [-0.031, 0.000, 0.015], [-0.052, 0.174, -0.033], [0.048, -0.228, -0.018], [0.034, 0.217, -0.266], [0.005, -0.104, 0.049], [-0.011, 0.006, 0.038], [-0.005, 0.002, 0.006], [-0.002, -0.009, -0.009], [0.003, 0.008, -0.007], [0.008, -0.015, -0.001], [0.012, -0.006, -0.010], [-0.001, -0.001, -0.004], [-0.018, -0.010, 0.024], [-0.004, 0.023, 0.007], [-0.008, -0.022, 0.006], [0.056, -0.039, -0.011], [-0.014, -0.008, 0.006], [0.054, -0.131, 0.049], [-0.051, 0.003, -0.016], [-0.007, 0.011, -0.009], [0.276, 0.055, 0.007], [-0.518, -0.003, -0.172]],
  "gap_ev": 7.708,
  "lumo_ev": 0.16,
  "e_tot_ha": -3992.56127
}